Entry 1:
Entry from OMol25: a 2-piece molecular cluster, C4H8NO overall at a distorted geometry (ωB97M-V/def2-TZVPD).

Geometry as XYZ:
```
14
Properties=species:S:1:pos:R:3:forces:R:3
C 1.27447 -1.26954 -0.77591 1.067 -1.019 -1.553
C 0.30594 -0.39939 -0.36604 0.516 -0.115 0.268
C 0.19864 0.86711 -1.16678 -1.679 -2.784 -2.634
C -1.37478 0.10724 1.24208 -0.723 -1.033 2.743
N -0.34696 -0.72873 0.75324 0.397 -0.202 -0.321
O 1.21482 0.50357 2.00937 -0.167 -0.028 -0.219
H 1.56928 -2.08391 -0.14174 -0.193 -0.299 0.238
H 1.80581 -1.26159 -1.77986 -0.730 0.532 1.377
H 0.06689 1.67423 -0.57542 0.078 2.741 1.948
H -0.72441 0.83272 -1.84382 1.044 -0.013 0.651
H 1.08164 0.87831 -1.79481 -0.009 0.611 -0.062
H -1.22686 1.14354 1.13146 0.223 1.412 -0.298
H -2.38215 -0.17432 0.94399 -0.258 -0.240 -0.894
H -1.46234 -0.08922 2.36423 0.435 0.438 -1.241
```
Positions in Å, forces in eV/Å.

- E_tot: -7810.077 eV
- Gap between HOMO and LUMO (spin up / spin down): 6.431 / 6.884 eV
- HOMO level (spin up / spin down): -2.2 / -2.9 eV
- Largest force on an atom: 4.18 eV Å⁻¹
- Net charge: -1

Here are the natural (NBO) charges for atoms 1 to 2, given in e:
1. C -0.3722
2. C 0.1442

Entry 2:
Entry from OMol25: C4H8NO as an isolated structure at a distorted geometry (ωB97M-V/def2-TZVPD).

Geometry as XYZ:
```
14
Properties=species:S:1:pos:R:3:forces:R:3
C 1.06434 0.54638 -0.25939 -1.828 -4.790 0.918
C -1.69385 -0.96562 -0.66185 1.829 0.686 1.754
C 2.45526 0.19985 0.32697 -2.112 2.983 0.635
C -2.37492 0.31847 -0.12138 1.325 0.279 0.736
N 0.11960 -0.54528 -0.27080 2.725 0.860 0.185
O 0.66435 -1.66925 0.06442 -0.616 0.796 -0.158
H 0.88759 1.50176 -0.66382 -0.830 0.842 -0.339
H -1.68003 -1.81579 0.14531 0.040 1.564 -1.192
H 3.14391 -0.04873 -0.41060 1.530 -0.115 -1.594
H 2.37315 -0.69033 0.88433 -0.299 -0.793 1.152
H 2.80505 1.11286 0.93834 -0.220 -1.421 -0.831
H -2.66583 0.48970 0.93463 0.740 -0.564 0.401
H -3.33416 0.33421 -0.54157 -1.472 0.502 -1.387
H -1.76444 1.23176 -0.36459 -0.810 -0.828 -0.281
```
Positions in Å, forces in eV/Å.

- E_tot: -7809.831 eV
- Gap between HOMO and LUMO: 6.980 eV
- HOMO level: -2.6 eV
- Largest force on an atom: 5.21 eV Å⁻¹
- Net charge: -1

Here are the natural (NBO) charges for atoms 1 to 2, given in e:
1. C -0.1808
2. C -0.3407

Entry 3:
Entry from OMol25: a 2-piece molecular cluster, C4H8NO overall at a distorted geometry (ωB97M-V/def2-TZVPD).

Geometry as XYZ:
```
14
Properties=species:S:1:pos:R:3:forces:R:3
C -1.41875 -1.30059 -0.85942 -0.764 -0.391 -0.603
C 0.10291 -0.82447 1.17933 0.309 0.002 1.204
C 0.44469 0.12036 0.11464 -1.511 1.247 1.124
C 1.47298 0.83061 -0.60604 0.604 0.185 -0.607
N -0.53807 -0.79569 -0.10942 0.141 0.127 -0.346
O -1.11550 1.61949 0.89335 0.778 -1.560 -0.474
H -1.56912 -0.93329 -1.86639 0.133 0.154 0.004
H -2.04005 -2.10930 -0.49555 0.084 -0.009 0.136
H 0.72957 -1.67749 1.41496 0.076 -0.138 -0.265
H -0.48979 -0.45212 2.01335 -0.012 0.043 -0.158
H 1.05348 1.57193 -1.29097 -0.006 -0.068 0.124
H 2.03776 0.11808 -1.22331 0.044 0.033 0.081
H 2.16148 1.30617 0.09508 -0.138 -0.044 -0.098
H -0.83158 2.52632 0.74038 0.262 0.419 -0.123
```
Positions in Å, forces in eV/Å.

- E_tot: -7802.855 eV
- Gap between HOMO and LUMO (spin up / spin down): 9.376 / 7.832 eV
- HOMO level (spin up / spin down): -15.7 / -14.0 eV
- Largest force on an atom: 2.26 eV Å⁻¹
- Net charge: +1

Here are the natural (NBO) charges for atoms 1 to 2, given in e:
1. C 0.1203
2. C -0.2393

Entry 4:
Entry from OMol25: a 2-piece molecular cluster, C4H8NO overall at a distorted geometry (ωB97M-V/def2-TZVPD).

Geometry as XYZ:
```
14
Properties=species:S:1:pos:R:3:forces:R:3
C 0.24111 2.04853 1.05165 0.213 1.073 0.719
C 0.18390 -0.08944 -0.66607 0.815 -1.814 0.182
C -0.55372 -0.69714 0.26382 1.135 -2.084 -0.674
C 1.24222 -0.83487 -1.49594 -0.639 -1.928 3.308
N -1.42369 0.06732 1.08036 -2.413 2.209 1.789
O 1.24184 2.51417 0.94473 1.003 0.556 -0.102
H 0.10818 0.96008 -0.71981 -0.165 0.901 -0.750
H -0.55312 -1.80235 0.48400 0.122 1.391 -0.350
H 1.79555 -0.27118 -2.17148 1.070 1.400 -0.692
H 0.72212 -1.55300 -2.11526 -0.052 -0.526 0.040
H 1.93187 -1.41003 -0.70191 -1.349 1.235 -2.116
H -1.03395 1.08712 1.22075 -0.576 -1.287 -0.969
H -1.49683 -0.14961 2.08855 0.108 -0.971 -0.550
H -2.40548 0.13041 0.73660 0.730 -0.155 0.166
```
Positions in Å, forces in eV/Å.

- E_tot: -7806.559 eV
- Gap between HOMO and LUMO: 11.068 eV
- HOMO level: -14.8 eV
- Largest force on an atom: 3.88 eV Å⁻¹
- Net charge: +1

Here are the natural (NBO) charges for atoms 1 to 2, given in e:
1. C 0.5083
2. C -0.1029

ΔE to the lowest compared entry with this formula, charge and spin readings, ordered: 77.3 83.0 121.0 35.6 kcal/mol